Model a:
Entry from OMol25: a cluster of 2 separate species, C5H14O in total (ωB97M-V with the def2-TZVPD basis set).

Each line ends with the natural charge from an NBO analysis.
Element x y z (Å)
C1 -0.2240 -1.5816 0.2422  -0.413
C2 -0.4137 -0.1916 -0.3408  -0.426
C3 0.3774 0.9319 0.4837  -0.402
C4 0.9455 2.0975 -0.3777  -0.621
C5 1.0640 -2.0981 -0.5740  -0.597
H1 -0.0042 -1.5684 1.3019  0.195
H2 -1.0130 -2.3445 0.3071  0.219
H3 -1.4848 0.0065 -0.5421  0.213
H4 -0.0867 -0.0061 -1.3780  0.200
H5 1.0519 0.3773 1.1785  0.206
H6 -0.3065 1.2194 1.2274  0.185
H7 1.5979 1.8743 -1.2139  0.215
H8 0.0899 2.7461 -0.6335  0.207
H9 1.6429 2.5302 0.2346  0.214
H10 1.8133 -1.3427 -0.7893  0.198
H11 1.6217 -2.6910 0.0263  0.196
H12 0.9183 -2.6269 -1.4497  0.205
H13 -2.2319 1.2864 0.1415  0.467
H14 -2.4192 0.5869 1.4378  0.455
O1 -2.9388 0.7943 0.7182  -0.916

Values from the calculation:
SMILES   CCCCC.O

---

Model b:
Entry from OMol25: a cluster of 2 separate species, C5H14O in total (ωB97M-V with the def2-TZVPD basis set).

Each line ends with the natural charge from an NBO analysis.
Element x y z (Å)
C1 -0.7980 -1.7458 0.7876  0.096
C2 0.0406 -0.5767 0.2383  -0.624
C3 -1.0428 -2.8473 -0.2444  -0.631
O1 -0.0474 -2.2798 1.8946  -0.730
H1 -1.7421 -1.3145 1.1580  0.153
H2 0.6139 -0.8961 -0.6431  0.204
H3 -0.1904 -2.8816 -0.9227  0.208
H4 -1.1256 -3.8113 0.2612  0.209
H5 -1.9379 -2.6853 -0.8436  0.211
H6 -0.5920 -2.9565 2.3424  0.464
H7 0.6268 -0.1744 1.0576  0.232
H8 -0.6386 0.1654 -0.1810  0.208
C4 1.1222 2.5940 -1.3182  -0.619
C5 0.6084 2.8896 0.0834  -0.620
H9 1.4538 3.4857 -1.8365  0.208
H10 1.9328 1.8742 -1.3107  0.209
H11 0.3675 2.1843 -1.9807  0.204
H12 0.7847 3.9198 0.4071  0.206
H13 -0.4638 2.7347 0.1463  0.204
H14 1.0277 2.3216 0.9046  0.209

Values from the calculation:
SMILES   CC(C)O.CC

---

Model c:
Entry from OMol25: a cluster of 2 separate species, C5H14O in total (ωB97M-V with the def2-TZVPD basis set).

Each line ends with the natural charge from an NBO analysis.
Element x y z (Å)
C1 -1.0158 -1.1856 -0.8665  0.093
C2 -0.9691 -2.0597 0.3737  -0.632
C3 -2.4437 -0.8540 -1.2656  -0.621
O1 -0.3058 0.0080 -0.5388  -0.741
H1 -0.5273 -1.6979 -1.6959  0.156
H2 -0.4897 -1.5073 1.1805  0.232
H3 -2.9702 -0.4228 -0.4145  0.210
H4 -2.4361 -0.1594 -2.1038  0.205
H5 -2.9967 -1.7447 -1.5512  0.207
H6 0.0794 0.4713 -1.3054  0.475
H7 -0.4371 -2.9943 0.1850  0.212
H8 -1.9716 -2.3246 0.7391  0.205
C4 1.8036 1.9899 1.5979  -0.610
C5 2.2748 1.6708 0.1942  -0.611
H9 1.1194 1.2359 1.9760  0.212
H10 2.6379 1.9322 2.3142  0.200
H11 1.3974 2.9817 1.7414  0.203
H12 2.2511 0.5808 0.1005  0.213
H13 3.2885 2.0235 -0.0076  0.200
H14 1.7111 2.0561 -0.6531  0.193

Values from the calculation:
SMILES   CC(C)O.CC

---

Which of them is the most stable? Correct choice: model c.

---

Model a:
Entry from OMol25: a structure of composition C3H10NSi (ωB97M-V with the def2-TZVPD basis set).

Each line ends with the natural charge from an NBO analysis.
Element x y z (Å)
C1 0.0044 0.7091 -2.0495  -0.465
C2 0.8022 0.9683 -1.0631  -0.103
C3 0.1366 0.3393 0.7684  -0.516
N1 -1.3433 0.3883 0.6900  -0.722
Si1 1.0176 -1.3480 0.8491  0.853
H1 0.1291 1.1124 -3.1328  0.272
H2 -0.9568 0.1025 -2.1213  0.210
H3 1.6278 1.6405 -0.8951  0.242
H4 0.4695 1.2222 1.4665  0.252
H5 -1.6696 -0.2189 1.4887  0.451
H6 -1.4842 0.0882 -0.2273  0.449
H7 -1.7096 1.3833 1.0002  0.464
H8 2.4174 -0.7907 0.4568  -0.100
H9 0.9808 -2.2930 2.0216  -0.104
H10 0.4241 -1.8990 -0.2572  -0.181

Values from the calculation:
Total charge   +1

---

Model b:
Entry from OMol25: a cluster of 2 separate species, C3H10NSi in total (ωB97M-V with the def2-TZVPD basis set).

Each line ends with the natural charge from an NBO analysis.
Element x y z (Å)
C1 0.8412 -0.8634 -0.4142  -0.188
C2 -0.3422 -1.3555 0.2577  -0.864
C3 -0.0512 1.3077 -0.1558  -0.539
N1 1.1819 0.6028 0.1996  -0.597
Si1 -1.5911 0.0662 -0.0172  1.136
H1 1.8316 -1.4863 -0.2301  0.251
H2 0.7350 -0.6296 -1.5082  0.235
H3 -0.6705 -2.3070 -0.1639  0.294
H4 -0.2644 -1.5177 1.2844  0.250
H5 -0.2225 2.4993 1.1242  0.186
H6 -0.0247 1.7545 -1.1113  0.224
H7 1.0932 0.6307 1.2862  0.453
H8 2.1404 1.0073 -0.0745  0.460
H9 -2.0886 -0.2474 -1.2713  -0.161
H10 -2.5681 0.5383 0.7945  -0.139

Values from the calculation:
Total charge   +1

---

Which of them is the most stable? Correct choice: model b.

---

Model a:
Entry from OMol25: a structure of composition C5H9O4S (ωB97M-V with the def2-TZVPD basis set).

Each line ends with the natural charge from an NBO analysis.
Element x y z (Å)
C1 0.4188 0.7374 -0.5773  -0.502
C2 1.4027 1.7168 -1.2338  -0.066
C3 1.6961 -0.0090 -0.2110  0.327
C4 0.9533 -1.7623 1.3243  -0.640
C5 2.0265 -1.0094 0.5674  -0.305
O1 -4.2482 -0.9084 0.3125  -1.046
O2 -3.1014 0.9947 -1.0322  -0.984
O3 -2.0420 -0.2502 0.9520  -1.063
O4 2.5660 0.9574 -0.7967  -0.524
S1 -3.3855 0.2819 0.5603  1.646
H1 -0.1755 1.0879 0.3486  0.270
H2 -0.2906 0.1872 -1.1474  0.248
H3 1.3190 1.9387 -2.2964  0.168
H4 1.3141 2.7070 -0.7795  0.163
H5 0.0224 -1.3922 1.0287  0.257
H6 1.0873 -1.4389 2.3275  0.196
H7 0.7853 -2.8567 1.3712  0.200
H8 2.9966 -1.1935 0.9510  0.196
H9 -3.3449 0.2116 -1.6690  0.459

Values from the calculation:
Total charge   -1

---

Model b:
Entry from OMol25: a cluster of 2 separate species, C5H9O4S in total (ωB97M-V with the def2-TZVPD basis set).

Each line ends with the natural charge from an NBO analysis.
Element x y z (Å)
C1 -0.7402 -0.2042 1.9075  0.662
C2 2.2896 0.1886 -1.3299  -0.629
C3 -0.0260 1.2896 -1.7164  -0.605
C4 0.7538 0.0978 -1.1656  -0.313
C5 -1.8648 -1.1604 1.9713  0.678
O1 0.3781 -0.6805 1.7199  -0.538
O2 -1.0467 1.0984 2.0337  -0.635
O3 -3.0258 -0.7281 1.9556  -0.579
O4 -1.4877 -2.4467 2.1334  -0.630
S1 0.1467 -1.3572 -2.0885  -0.750
H1 2.5103 0.1262 -2.3190  0.207
H2 2.5034 1.0056 -0.7945  0.174
H3 2.5370 -0.7290 -0.7083  0.208
H4 0.1725 1.5249 -2.7639  0.192
H5 0.1735 2.1651 -1.2419  0.161
H6 -1.1469 1.0768 -1.4729  0.194
H7 0.4671 0.0666 -0.1249  0.166
H8 -2.0505 1.0806 2.0637  0.514
H9 -0.5435 -2.4140 1.9405  0.520

Values from the calculation:
Total charge   -1

---

Which of them is the most stable? Correct choice: model b.

---

Model a:
Entry from OMol25: a cluster of 2 separate species, C7H11N3O2S in total (ωB97M-V with the def2-TZVPD basis set).

Each line ends with the natural charge from an NBO analysis.
Element x y z (Å)
C1 -3.1247 1.0014 -0.2537  -0.157
C2 -2.3799 0.4408 -1.3070  -0.202
C3 -2.8359 0.7436 1.0786  -0.216
C4 -1.2468 -0.3431 -1.0104  -0.129
C5 -1.9680 -0.3383 1.3540  -0.115
C6 -1.1318 -0.8144 0.3367  0.028
C7 3.4363 1.1784 -0.2254  -0.880
N1 0.3799 -2.4423 -0.3341  -0.458
N2 1.7817 -0.5291 1.1903  -1.198
N3 -0.2617 -1.8558 0.6370  0.051
O1 0.8093 1.4797 -0.1208  -0.987
O2 1.6912 -0.4592 -1.2400  -1.051
S1 1.8182 0.4363 -0.0756  2.271
H1 -3.5971 1.8748 -0.5643  0.216
H2 -2.7464 0.5740 -2.2829  0.216
H3 -3.3591 1.2473 1.8883  0.225
H4 -0.4414 -0.5258 -1.7307  0.253
H5 -1.8510 -0.6597 2.2994  0.218
H6 4.1417 0.4602 0.1032  0.240
H7 3.6097 1.5683 -1.2384  0.246
H8 3.5302 1.8511 0.5787  0.232
H9 0.8533 -1.8146 -1.1415  0.447
H10 1.1187 -3.0807 0.0184  0.393
H11 1.7734 0.0069 2.0401  0.357

---

Model b:
Entry from OMol25: the molecule C7H11N3O2S (ωB97M-V with the def2-TZVPD basis set).

Each line ends with the natural charge from an NBO analysis.
Element x y z (Å)
C1 2.3225 -1.5626 -0.0570  0.255
C2 0.3405 -0.9604 -1.2814  0.326
C3 1.8054 -0.6547 -0.9846  -0.600
C4 -0.6693 -0.2168 -0.3127  -0.106
C5 -1.6418 -0.3903 1.9404  -0.619
C6 -0.6582 2.2828 -0.8260  -0.422
C7 -0.6656 -1.0576 0.9348  -0.435
N1 2.6056 -2.2331 0.8453  -0.282
N2 -0.0131 -1.8392 -2.0956  -0.589
N3 -0.0546 1.0857 -0.1245  -0.722
O1 1.9297 0.8764 1.4036  -0.893
O2 2.1636 2.1455 -0.6898  -0.912
S1 1.5458 1.1396 0.0647  2.318
H1 2.5040 -0.3590 -1.8632  0.300
H2 -1.5502 -0.1844 -1.0001  0.240
H3 -2.7493 -0.4069 1.7055  0.202
H4 -1.5510 0.6233 2.1431  0.213
H5 -1.5086 -0.7622 2.9648  0.223
H6 0.0344 3.1572 -0.6706  0.246
H7 -0.7726 1.9622 -1.9060  0.207
H8 -1.5959 2.4471 -0.1528  0.225
H9 -1.0696 -2.0833 0.7533  0.232
H10 0.2623 -1.0997 1.4429  0.254
H11 -1.0137 -1.9096 -2.2341  0.341

Values from the calculation:
SMILES   [H]/N=C1\[C@@H](CC)N(C)S(=O)(=O)[C@H]1C#N

---

Which of them is the most stable? Correct choice: model b.